Density functional theory data (ωB97M-V/def2-TZVPD) for 11 unconnected molecules or ions with the total composition C21H64N2O11 in a non-equilibrium geometry.

The geometry in XYZ format:
```
98
C21H64N2O11 | the OMol25 dataset | ωB97M-V/def2-TZVPD
H 1.74095 -2.02937 -4.18669
C 3.45295 2.62163 -0.64369
O -1.22905 1.85763 -2.80769
H -1.17005 -3.30637 -1.48169
C 1.03595 2.55663 -3.05669
C 3.12995 -1.31137 -2.84969
H -0.59605 2.52663 -4.41369
H -1.07905 -5.47137 -2.28769
H -0.62905 -3.85837 -4.14169
H 3.18695 1.54263 2.85431
C -4.23605 2.40163 -0.57269
H 0.92395 3.32963 -2.31269
H -0.44605 -2.12737 2.12431
C -0.20405 -3.74237 -1.42069
C -2.67305 2.19463 2.46731
H 1.08895 0.62263 -4.77069
H -0.65305 -0.44137 -1.52669
H -3.10705 -1.67137 3.53031
H 1.50995 -0.78937 2.96231
H -1.90205 -2.49137 0.36131
O 4.23695 3.31163 0.28831
C -1.55205 4.26463 -1.01969
C 1.36595 0.65063 4.45231
H -3.64905 1.76463 2.26131
C -0.11905 -4.93237 -2.33869
H -1.97605 1.63763 1.87731
H 3.69395 2.95263 -1.68169
O 3.85895 -2.81937 0.13331
H -0.65005 4.77063 -1.28369
H -4.14705 3.08563 -1.43669
O -1.23105 -3.37937 3.37631
H -1.72305 -4.02037 0.97731
H -4.22905 3.08463 0.34031
N 2.72095 -1.99537 -3.88069
H -2.17505 5.01463 -0.48069
C -1.41205 -2.55337 2.47731
H 0.42495 -0.21337 -3.52969
H 2.68095 -1.27537 0.49731
H 1.81295 1.84963 -2.74269
C 1.33395 0.29063 3.01331
H -0.00805 -5.33637 -4.47069
O 2.36695 -0.64137 -1.94169
H -2.63505 3.28563 2.16631
N 4.41895 -1.32237 -2.74469
H 3.32095 -2.42637 -4.61069
H 2.02895 1.78163 1.65331
H -1.61705 -0.79337 3.72031
H -2.02705 -3.52537 3.89131
H 1.57495 3.03763 -3.86069
H -2.42405 -0.70137 2.12731
H 3.17495 -2.15937 1.94331
H -0.88505 1.54163 3.52131
C 0.12395 0.54963 -4.25669
C 0.12395 -4.49837 -3.80069
H 3.07495 0.44163 1.52831
O 0.50695 0.59563 -0.39969
H -0.01205 -3.88537 -0.36669
H -3.82705 2.26663 5.59031
H 0.41695 -2.98937 -1.79169
H 2.35195 2.81663 -0.49669
C 2.47895 1.06363 2.26131
O -1.38105 3.09063 -0.24369
H -2.57105 1.67763 0.02331
O 0.20495 0.55763 2.61431
H 0.15495 -1.35037 -0.18969
H 4.87195 -0.78337 -1.95469
H 2.29895 0.24163 4.90931
H -1.28405 -0.25737 0.13631
H 4.95895 -1.96837 -3.25569
C 2.83095 -2.25137 0.91131
H -4.24505 3.27863 4.19931
H -3.20205 -3.07537 1.53731
H -2.04305 1.42663 -3.17369
C -2.20905 -1.36937 2.98431
H 1.23895 1.72063 4.69331
H 1.04695 -3.98737 -3.99669
H -2.78305 1.08363 4.16331
O -3.31605 1.32963 -0.41969
C -2.51005 2.06963 3.98431
H 1.57695 -5.20637 -1.89769
H 3.61595 1.51263 -0.45069
H 1.10895 0.39363 -1.12869
C -2.12305 -3.09237 1.26731
H -2.96905 3.82463 5.16831
H 4.17295 4.28963 0.14331
H 3.54395 -2.93237 -0.73869
H 0.54395 0.07163 4.92031
O 0.76295 -5.73437 -2.02369
C -0.40105 -0.45337 -0.47669
C -0.22605 1.93263 -3.59569
H -1.14905 2.35763 -0.86669
H 1.91495 -2.83037 0.89731
H 0.26195 0.48263 1.67931
H -5.17405 1.83663 -0.75369
H -0.63305 0.08663 -4.89769
O -1.31705 2.05663 4.23431
C -3.44805 2.92163 4.78131
H -2.06305 4.04563 -1.97369
```

Output
- LUMO level (eV) = -0.18
- gap between HOMO and LUMO (eV) = 8.017

Löwdin population analysis, charges in e, atoms 1 to 2:
1 H 0.1068
2 C -0.2056